{"formula": "C47H36F5N10O12S", "method": "wB97M-V/def2-TZVPD", "total_charge": 1, "energy_ha": -4159.75938, "gap_ev": 7.08, "species": ["F", "C", "F", "F", "C", "F", "F", "N", "C", "C", "C", "C", "C", "N", "C", "C", "N", "N", "C", "S", "C", "H", "H", "H", "H", "H", "H", "C", "C", "C", "C", "C", "C", "N", "O", "O", "H", "H", "H", "H", "H", "C", "C", "C", "C", "C", "C", "N", "O", "O", "H", "H", "H", "H", "H", "C", "C", "C", "C", "C", "C", "N", "O", "O", "H", "H", "H", "H", "H", "C", "C", "C", "C", "C", "C", "N", "O", "O", "H", "H", "H", "H", "H", "C", "C", "C", "C", "C", "C", "N", "O", "O", "H", "H", "H", "H", "H", "C", "C", "C", "C", "C", "C", "N", "O", "O", "H", "H", "H", "H", "H"], "coordinates": [[1.908, -1.727, 6.976], [1.223, -2.809, 6.563], [0.246, -2.415, 5.732], [0.709, -3.438, 7.616], [2.198, -3.764, 5.795], [2.856, -4.526, 6.685], [1.513, -4.540, 4.948], [3.195, -3.016, 5.044], [2.935, -2.116, 4.029], [4.129, -1.609, 3.613], [4.391, -0.593, 2.588], [5.483, -0.641, 1.729], [5.615, 0.384, 0.806], [4.765, 1.399, 0.705], [3.724, 1.428, 1.530], [3.486, 0.458, 2.490], [5.082, -2.248, 4.392], [6.448, -1.995, 4.342], [7.181, -2.927, 3.988], [8.102, -4.030, 3.461], [4.513, -3.084, 5.251], [1.940, -1.896, 3.679], [6.210, -1.442, 1.765], [6.454, 0.375, 0.119], [3.045, 2.269, 1.443], [2.649, 0.505, 3.171], [5.040, -3.685, 5.972], [-3.605, -0.422, 1.307], [-3.149, 0.533, 0.410], [-1.945, 1.183, 0.632], [-1.217, 0.850, 1.758], [-1.655, -0.097, 2.669], [-2.862, -0.733, 2.440], [0.067, 1.520, 1.990], [0.423, 2.371, 1.208], [0.727, 1.178, 2.964], [-4.547, -0.923, 1.128], [-3.733, 0.770, -0.469], [-1.580, 1.929, -0.058], [-1.066, -0.325, 3.545], [-3.222, -1.470, 3.141], [13.467, -1.887, 2.230], [12.367, -2.705, 2.455], [11.160, -2.416, 1.842], [11.075, -1.308, 1.021], [12.154, -0.479, 0.785], [13.360, -0.779, 1.399], [9.777, -1.011, 0.388], [8.836, -1.738, 0.666], [9.712, -0.058, -0.352], [14.413, -2.115, 2.702], [12.453, -3.568, 3.101], [10.287, -3.030, 1.989], [12.054, 0.381, 0.139], [14.218, -0.145, 1.228], [-3.042, 3.733, -5.426], [-4.169, 4.257, -4.805], [-4.943, 3.462, -3.975], [-4.564, 2.146, -3.782], [-3.450, 1.598, -4.394], [-2.687, 2.404, -5.224], [-5.372, 1.300, -2.888], [-6.362, 1.782, -2.385], [-4.990, 0.158, -2.700], [-2.444, 4.359, -6.070], [-4.446, 5.289, -4.969], [-5.822, 3.855, -3.487], [-3.186, 0.564, -4.234], [-1.816, 1.993, -5.715], [-3.679, -4.372, -1.937], [-3.305, -3.036, -2.010], [-2.665, -2.558, -3.142], [-2.418, -3.430, -4.183], [-2.777, -4.764, -4.133], [-3.413, -5.233, -2.995], [-1.758, -2.909, -5.394], [-1.444, -1.734, -5.401], [-1.570, -3.680, -6.310], [-4.185, -4.743, -1.056], [-3.515, -2.363, -1.190], [-2.371, -1.523, -3.214], [-2.567, -5.418, -4.966], [-3.706, -6.272, -2.936], [-3.859, 1.682, 8.414], [-5.246, 1.709, 8.355], [-5.903, 1.271, 7.217], [-5.148, 0.807, 6.156], [-3.766, 0.774, 6.190], [-3.121, 1.219, 7.332], [-5.842, 0.329, 4.948], [-7.049, 0.402, 4.923], [-5.156, -0.110, 4.041], [-3.352, 2.025, 9.306], [-5.819, 2.073, 9.197], [-6.980, 1.288, 7.153], [-3.210, 0.415, 5.337], [-2.041, 1.206, 7.378], [-7.362, 3.431, -9.838], [-6.905, 4.368, -10.756], [-5.695, 5.010, -10.551], [-4.964, 4.694, -9.421], [-5.400, 3.767, -8.492], [-6.613, 3.134, -8.708], [-3.670, 5.364, -9.206], [-3.313, 6.182, -10.023], [-3.032, 5.054, -8.216], [-8.306, 2.929, -10.006], [-7.491, 4.598, -11.635], [-5.326, 5.741, -11.253], [-4.804, 3.544, -7.619], [-6.971, 2.405, -7.994]]}

=====

{"formula": "C47H37N8O2SV", "method": "wB97M-V/def2-TZVPD", "total_charge": 1, "energy_ha": -3743.75142, "e_above_lowest_kj_mol": 598.4, "spin_multiplicity": 4, "gap_ev": [5.93, 7.26], "species": ["V", "C", "C", "C", "C", "C", "C", "N", "C", "C", "C", "C", "C", "N", "C", "C", "C", "C", "C", "C", "N", "H", "H", "H", "H", "H", "H", "H", "H", "H", "H", "H", "H", "H", "H", "H", "C", "C", "C", "C", "N", "C", "C", "C", "C", "C", "C", "N", "C", "C", "C", "C", "C", "N", "H", "H", "H", "H", "H", "H", "H", "H", "H", "H", "H", "O", "S", "O", "N", "C", "C", "C", "C", "C", "C", "C", "C", "N", "C", "C", "C", "C", "C", "C", "C", "H", "H", "H", "H", "H", "H", "H", "H", "H", "H", "H"], "coordinates": [[-0.457, 0.357, -0.195], [2.521, 3.227, 0.642], [1.844, 2.577, 1.806], [1.688, 3.400, 3.030], [1.026, 2.952, 4.092], [0.411, 1.594, 4.104], [0.688, 0.823, 2.800], [1.442, 1.372, 1.708], [-0.761, -0.762, 2.358], [-1.178, -1.581, 3.588], [-1.699, -2.926, 3.236], [-1.782, -3.326, 1.973], [-1.360, -2.467, 0.849], [-0.966, -1.259, 1.001], [-1.391, -3.072, -0.510], [-2.449, -3.886, -0.873], [-2.424, -4.452, -2.141], [-1.337, -4.211, -2.948], [-0.301, -3.392, -2.490], [0.909, -3.167, -3.345], [-0.339, -2.812, -1.294], [3.566, 3.436, 0.881], [2.470, 2.588, -0.235], [2.049, 4.186, 0.418], [2.140, 4.382, 3.032], [0.939, 3.570, 4.977], [0.686, 1.081, 5.026], [-1.895, -1.077, 4.240], [-2.038, -3.584, 4.027], [-2.156, -4.307, 1.723], [-3.288, -4.038, -0.212], [-3.241, -5.072, -2.481], [-1.267, -4.652, -3.933], [1.308, -4.116, -3.704], [0.654, -2.567, -4.220], [1.685, -2.657, -2.779], [-0.298, 4.482, -2.400], [-1.045, 5.262, -1.524], [-1.454, 4.716, -0.328], [-1.123, 3.388, -0.029], [-0.412, 2.623, -0.892], [-0.012, 3.180, -2.036], [-1.449, 2.744, 1.217], [-1.898, 3.408, 2.399], [-1.830, 2.825, 3.607], [-1.151, 1.517, 3.802], [-0.825, 0.797, 2.463], [-1.186, 1.420, 1.223], [0.724, -0.739, 2.819], [0.298, -1.493, 4.124], [0.995, -2.798, 4.309], [1.817, -3.276, 3.383], [2.131, -2.475, 2.185], [1.697, -1.311, 1.932], [0.056, 4.864, -3.345], [-1.299, 6.284, -1.770], [-2.029, 5.300, 0.376], [0.575, 2.553, -2.694], [-2.302, 4.408, 2.318], [-2.210, 3.343, 4.477], [-1.691, 0.919, 4.538], [0.363, -0.917, 5.049], [0.821, -3.353, 5.223], [2.322, -4.222, 3.509], [2.834, -2.902, 1.474], [-3.482, -1.439, -2.588], [-3.245, -0.315, -1.718], [-3.585, -0.414, -0.324], [-1.685, 0.103, -1.752], [-0.990, 0.175, -2.982], [-1.548, 0.255, -4.233], [-0.746, 0.396, -5.389], [0.612, 0.460, -5.315], [1.231, 0.352, -4.047], [2.634, 0.370, -3.875], [3.186, 0.239, -2.634], [2.326, 0.103, -1.529], [1.021, 0.079, -1.661], [0.441, 0.183, -2.897], [-4.109, 1.065, -2.404], [-3.902, 2.339, -1.891], [-4.601, 3.406, -2.429], [-5.507, 3.197, -3.461], [-5.718, 1.920, -3.957], [-5.016, 0.843, -3.431], [-2.617, 0.215, -4.360], [-1.240, 0.458, -6.349], [1.221, 0.573, -6.201], [3.266, 0.484, -4.747], [4.255, 0.248, -2.481], [2.697, 0.014, -0.512], [-3.205, 2.497, -1.076], [-4.445, 4.404, -2.042], [-6.055, 4.032, -3.875], [-6.429, 1.759, -4.756], [-5.161, -0.157, -3.810]]}

=====

{"formula": "C47H38As2Cl2N2O2OsS", "method": "wB97M-V/def2-TZVPD", "total_charge": 2, "energy_ha": -7953.94770, "e_above_lowest_kj_mol": 150.5, "spin_multiplicity": 5, "gap_ev": [6.95, 5.21], "species": ["Os", "Cl", "C", "C", "C", "Cl", "C", "O", "C", "C", "O", "C", "H", "H", "H", "C", "C", "As", "C", "C", "C", "C", "C", "C", "C", "C", "C", "C", "C", "C", "As", "C", "C", "C", "C", "C", "C", "C", "C", "C", "C", "C", "C", "H", "H", "H", "H", "H", "H", "H", "H", "H", "H", "H", "H", "H", "H", "H", "H", "H", "H", "H", "H", "H", "H", "H", "H", "N", "C", "S", "C", "C", "C", "N", "C", "C", "H", "H", "H", "H", "H", "H", "C", "C", "C", "C", "C", "C", "C", "C", "H", "H", "H", "H", "H"], "coordinates": [[0.080, -0.482, -1.312], [4.093, -6.656, -0.464], [3.159, -5.284, -0.931], [2.773, -5.146, -2.275], [2.037, -4.060, -2.680], [1.563, -3.884, -4.332], [1.645, -3.070, -1.767], [0.944, -2.033, -2.196], [2.020, -3.238, -0.420], [1.608, -2.314, 0.565], [0.882, -1.308, 0.399], [2.795, -4.348, -0.017], [3.056, -5.902, -2.994], [1.936, -2.497, 1.593], [3.100, -4.454, 1.019], [-0.341, 1.318, 4.423], [-0.637, 2.642, 3.764], [-1.196, 2.304, 1.898], [-1.738, 4.054, 1.319], [-3.059, 4.388, 1.031], [-3.363, 5.680, 0.625], [-2.352, 6.621, 0.472], [-1.031, 6.281, 0.741], [-0.722, 4.997, 1.161], [-2.829, 1.302, 2.174], [-3.864, 1.844, 2.936], [-5.037, 1.126, 3.129], [-5.179, -0.138, 2.572], [-4.138, -0.696, 1.840], [-2.967, 0.022, 1.642], [0.412, 0.142, 3.040], [1.057, -1.334, 4.110], [2.403, -1.682, 4.198], [2.790, -2.728, 5.028], [1.836, -3.445, 5.739], [0.490, -3.120, 5.624], [0.098, -2.073, 4.803], [2.034, 1.121, 2.621], [2.295, 1.498, 1.305], [3.467, 2.170, 0.981], [4.385, 2.478, 1.976], [4.119, 2.137, 3.297], [2.951, 1.460, 3.619], [-1.243, 0.845, 4.806], [0.369, 1.405, 5.244], [0.245, 3.277, 3.728], [-1.442, 3.198, 4.243], [-3.848, 3.656, 1.124], [-4.392, 5.949, 0.421], [-2.594, 7.623, 0.138], [-0.245, 7.016, 0.618], [0.308, 4.730, 1.371], [-3.759, 2.822, 3.388], [-5.840, 1.556, 3.715], [-6.100, -0.690, 2.713], [-4.241, -1.691, 1.425], [-2.162, -0.406, 1.067], [3.151, -1.133, 3.642], [3.839, -2.979, 5.122], [2.142, -4.265, 6.377], [-0.254, -3.684, 6.173], [-0.954, -1.828, 4.708], [1.580, 1.264, 0.531], [3.666, 2.451, -0.046], [5.309, 2.984, 1.723], [4.824, 2.395, 4.077], [2.757, 1.192, 4.650], [-1.105, -0.943, -8.218], [-1.212, 0.146, -7.450], [-1.772, 1.603, -7.941], [-0.876, -0.015, -6.003], [-0.021, 0.886, -5.374], [0.155, 0.809, -4.019], [-0.485, -0.103, -3.258], [-1.307, -0.976, -3.862], [-1.512, -0.974, -5.223], [-1.364, -0.878, -9.189], [-0.692, -1.800, -7.889], [0.492, 1.642, -5.953], [0.796, 1.505, -3.497], [-1.824, -1.681, -3.226], [-2.187, -1.698, -5.661], [-0.982, 1.133, -0.888], [-1.760, 2.002, -1.290], [-2.655, 2.998, -1.754], [-4.037, 2.769, -1.688], [-4.913, 3.718, -2.180], [-4.421, 4.896, -2.737], [-3.051, 5.127, -2.801], [-2.166, 4.185, -2.312], [-4.404, 1.850, -1.245], [-5.980, 3.545, -2.134], [-5.110, 5.639, -3.119], [-2.678, 6.045, -3.235], [-1.097, 4.359, -2.347]]}